Entry 1:
A molecular structure, C17H23N3O5TeTi in a non-equilibrium geometry, computed with ωB97M-V/def2-TZVPD.

The geometry in XYZ format:
```
50
Properties=species:S:1:pos:R:3:forces:R:3
Ti 0.5622 -0.0833 -0.1238 -2.0801 -0.1270 -0.8677
O -0.7818 -0.2695 1.0600 0.2540 -0.3616 0.7335
C -0.5325 -0.3760 2.4682 0.1482 -0.0230 -0.3179
C 0.9154 -0.7882 2.6484 0.0117 0.2682 -0.2034
N 1.7464 0.0351 1.7142 0.2069 0.0183 0.2772
C 1.8164 1.4702 2.1149 0.1364 -0.5158 -0.0463
C 0.8826 2.2966 1.2474 0.1052 -0.4391 -0.3215
O 0.3524 3.2935 1.6041 -0.1811 0.3227 -0.1196
O 0.7547 1.7274 0.0147 0.4537 1.1097 0.5632
C 3.0341 -0.6256 1.3425 -0.5282 0.0285 0.1339
C 2.8232 -1.3026 -0.0084 -0.0195 -0.1707 0.3233
O 3.6995 -1.4064 -0.8102 0.0426 -0.3555 -0.2697
O 1.5193 -1.6380 -0.2019 1.3637 -0.2318 0.0373
H -2.3060 0.7537 0.4515 0.2880 0.0088 0.1805
H -1.1890 -1.1174 2.9088 -0.1806 -0.1400 0.0186
H -0.7366 0.5797 2.9440 -0.0955 0.2456 0.0050
H 1.0236 -1.8253 2.3548 0.1050 -0.1679 -0.0591
H 1.2413 -0.6696 3.6786 0.1449 0.0272 0.1571
H 2.8239 1.8516 1.9686 0.1142 0.0168 -0.0007
H 1.5523 1.6086 3.1577 0.0047 -0.0163 0.1501
H 3.3393 -1.3741 2.0714 -0.0044 0.0000 0.1620
H 3.8351 0.0916 1.2301 0.1087 0.2027 0.0521
N -1.0951 -0.0425 -1.6375 0.0461 0.0830 0.1649
C -2.4199 -0.6607 -1.7634 0.4573 -0.1856 -0.0321
C -2.6251 -1.5711 -2.7977 0.1920 0.0317 0.0246
C -3.8854 -2.1068 -2.9953 -0.1304 -0.0037 0.0333
C -4.9314 -1.7176 -2.1753 -0.0709 -0.1096 -0.1116
C -4.7398 -0.8098 -1.1250 -0.3136 0.0279 0.1352
C -5.7994 -0.3717 -0.2723 0.0416 0.0167 0.0046
C -5.5430 0.5434 0.7625 -0.2700 -0.2463 -0.1741
C -4.2866 1.0008 0.9827 0.5920 -0.1744 -0.3689
N -3.2411 0.5872 0.1502 -0.9109 0.1765 -0.2585
C -3.4398 -0.2985 -0.9083 -0.1307 0.3761 0.6406
H -0.5982 -0.2804 -2.4849 -0.0422 -0.0466 -0.2963
H -1.1976 0.9742 -1.6719 -0.1423 0.0858 -0.1016
H -1.7989 -1.8558 -3.4449 -0.0703 0.0518 0.0582
H -4.0488 -2.8123 -3.8005 -0.0139 0.0379 0.0669
H -5.9281 -2.1137 -2.3376 0.0858 0.0230 0.0101
H -6.7985 -0.7550 -0.4386 0.0889 0.0422 0.0103
H -6.3405 0.8880 1.4056 -0.0124 -0.0252 -0.0225
H -4.0276 1.6830 1.7773 0.0725 0.0182 -0.0511
C 3.5085 1.8198 -2.0540 0.0686 -0.0481 0.1280
Te 2.0625 0.4177 -2.6871 0.0508 -0.0428 -0.4671
C 0.8250 1.9156 -3.5490 -0.0140 0.1214 0.0103
H 3.0680 2.4876 -1.3181 0.0171 0.0140 -0.0038
H 3.8224 2.3701 -2.9361 0.0613 0.0210 0.0302
H 4.3456 1.2603 -1.6418 0.0056 0.0717 -0.0036
H 1.4103 2.4517 -4.2945 -0.0498 -0.0405 0.0438
H 0.4891 2.6016 -2.7727 -0.0032 0.0037 -0.0385
H -0.0238 1.4469 -4.0428 -0.0038 0.0203 -0.0191
```
Positions in Å, forces in eV/Å.

## Properties
Expectation value of S²: 0.782
Energy relative to the best compared isomer or geometry (same formula, charge and spin), kcal/mol: 56.13
Lowest unoccupied orbital energy (alpha / beta), eV: -4.326 / -4.323
Net charge: +1
Largest force on an atom, eV/Å: 2.3
E_HOMO (alpha / beta), eV: -8.3 / -11.0
HOMO-LUMO gap (alpha / beta), eV: 3.94 / 6.67
Calculated total energy, hartree: -2319.436884
Multiplicity: 2

Entry 2:
A single C3H2F3N3O3 molecule in a non-equilibrium geometry, computed with ωB97M-V/def2-TZVPD.

The geometry in XYZ format:
```
14
Properties=species:S:1:pos:R:3:forces:R:3
C 0.1431 -0.9045 -2.0068 0.0086 -0.6330 0.9445
C -0.6312 0.4840 1.0241 1.1376 -0.2761 1.9093
C -0.3464 1.8577 0.4216 -1.1898 0.7516 0.2987
N -0.1308 -0.7706 -3.1141 0.1543 0.0805 -0.1917
N 0.3366 -1.0225 -0.6701 -2.0743 2.7471 0.4338
N 1.0882 -2.0248 -0.0415 -1.9751 0.6196 0.9261
O 1.8089 -2.6476 -0.7194 1.4938 -0.9865 -1.3607
O 0.8549 -2.0886 1.1289 0.4345 -0.3775 0.9268
O -0.8550 -0.5252 0.1085 1.7144 -2.2658 -2.8132
F 0.6254 1.8936 -0.4314 1.3741 -0.6322 -1.6492
F 0.0182 2.7216 1.3765 -0.6593 0.0490 0.6189
F -1.4583 2.3529 -0.2231 0.7193 -0.4590 0.7233
H 0.2621 0.1447 1.7941 -2.6545 1.1853 -1.5744
H -1.7156 0.5291 1.3528 1.5165 0.1970 0.8078
```
Positions in Å, forces in eV/Å.

## Properties
SMILES string: N#CN(OCC(F)(F)F)[N+](=O)[O-]
Energy relative to the best compared isomer or geometry (same formula, charge and spin), kcal/mol: 33.41
Lowest unoccupied orbital energy, eV: -0.454
Net charge: 0
Largest force on an atom, eV/Å: 4.0
E_HOMO, eV: -11.5
HOMO-LUMO gap, eV: 11.07
Calculated total energy, hartree: -804.872489

Entry 3:
2 unconnected molecules or ions with the total composition C3H9NO4S in a non-equilibrium geometry, computed with ωB97M-V/def2-TZVPD.

The geometry in XYZ format:
```
18
Properties=species:S:1:pos:R:3:forces:R:3
C -0.6753 -2.5879 0.3007 2.1200 -1.8328 1.2221
C -0.4580 -1.1333 0.0139 0.0655 -1.2338 -3.5431
C 1.0124 0.6534 0.2619 2.2415 2.7825 -0.1217
N 0.7269 -0.5343 0.5777 -1.6092 0.5524 -1.1957
O 1.4357 0.5497 -1.9467 -0.1221 0.5005 -0.1497
O -0.8341 1.3834 -1.4916 -0.8221 -0.1063 -0.3488
O 1.0559 2.8744 -1.2815 0.2784 0.2635 0.8838
O -0.7712 2.3031 1.2019 -4.0549 0.4670 0.6199
S 0.5678 1.5301 -1.2894 0.3198 -1.5310 -0.7869
H -1.4575 -3.0254 -0.3256 0.3976 0.1650 -0.0862
H 0.3480 -3.0780 0.1197 -1.5849 0.1125 -0.2187
H -0.9018 -2.9225 1.3578 0.0492 0.9801 -0.8986
H -1.2225 -0.5664 0.3970 -2.0886 1.4593 0.5297
H -0.4456 -0.9902 -1.1851 0.1250 -0.2080 2.9144
H 1.8987 1.1603 0.7324 -0.7215 -0.8756 -0.3274
H 1.3974 -1.0531 1.0348 1.4291 -1.4822 1.6272
H -0.0709 2.6675 0.7204 1.5505 1.4498 -1.1396
H -1.6058 2.7692 0.8018 2.4266 -1.4630 1.0194
```
Positions in Å, forces in eV/Å.

## Properties
Energy relative to the best compared isomer or geometry (same formula, charge and spin), kcal/mol: 37.21
Lowest unoccupied orbital energy, eV: -0.330
Net charge: 0
Largest force on an atom, eV/Å: 4.1
E_HOMO, eV: -10.1
HOMO-LUMO gap, eV: 9.80
Calculated total energy, hartree: -873.524440

Entry 4:
A molecular structure, C39H36CoN6O2S3Te in a non-equilibrium geometry, computed with ωB97M-V/def2-TZVPD.

The geometry in XYZ format:
```
88
Properties=species:S:1:pos:R:3:forces:R:3
Co 0.0273 -0.0005 -0.4383 -0.5177 -0.9494 -0.6956
N -1.3206 -1.1490 3.6609 -0.1303 0.5509 0.1438
C -1.1781 -0.8337 2.3521 0.7538 -2.3070 -0.7592
S -0.5775 -2.0901 1.3066 -0.0989 0.1753 0.1306
N -1.6161 0.3052 1.9221 -1.2419 1.5768 0.2594
N -1.4052 0.6263 0.6418 -0.3819 1.6673 0.3122
C -2.0623 1.6778 0.1817 -0.0298 -1.9209 1.8472
C -1.6737 2.1914 -1.0651 1.1780 0.3827 -1.9905
C -2.3645 3.1963 -1.7715 0.0682 -0.5609 0.7995
C -1.8356 3.6998 -2.9281 0.7977 -0.1983 -0.4383
C -0.5981 3.2069 -3.3682 -0.6524 0.4301 0.0782
C 0.0079 2.1997 -2.6552 0.1310 -0.1501 0.0598
N -0.5052 1.6621 -1.5499 -0.7035 0.6047 0.1874
H -0.7768 -1.9345 3.9822 -0.0322 0.0734 -0.1550
H -1.3423 -0.3572 4.2840 -0.0102 0.0735 0.1108
H -2.8338 2.1335 0.7868 -0.0294 0.0138 0.0608
H -3.3042 3.5507 -1.3800 -0.1126 0.0618 0.0712
H -2.3421 4.4711 -3.4900 -0.0644 0.0296 0.0156
H -0.1221 3.6122 -4.2455 0.0600 -0.0125 -0.1105
H 0.9626 1.8178 -2.9874 0.0392 -0.1722 0.0484
C 6.7895 0.3037 1.3228 0.0391 0.0510 -0.0803
C 5.3018 0.1367 1.2689 0.1637 -0.0611 -0.2057
C 4.5110 0.1966 2.4082 -0.3755 -0.0152 -0.2571
C 3.1244 0.1038 2.3491 0.0948 -0.0490 -0.3352
C 2.3185 0.1019 3.5797 -0.3160 0.0763 0.0451
O 1.1304 0.3739 3.6305 0.4039 0.1078 0.1772
C 3.0191 -0.2847 4.8463 -0.0070 -0.0706 0.4049
C 3.9294 -1.3363 4.9132 -0.1342 0.0732 -0.0480
C 4.5127 -1.6779 6.1199 0.0804 -0.0902 0.0778
C 4.1911 -0.9802 7.2731 0.0131 -0.0664 0.0374
C 3.2687 0.0530 7.2212 0.0265 0.0192 0.0629
C 2.6836 0.3945 6.0159 0.0062 0.0146 -0.1377
C 2.4769 0.0291 1.0683 -0.1823 0.0727 -0.0771
O 1.2146 0.1408 0.9969 0.7086 0.5263 0.5293
C 3.3055 -0.1579 -0.0909 -0.0420 0.3645 0.5473
C 4.6939 -0.0720 0.0448 -0.2332 0.0425 0.3512
C 2.7303 -0.3713 -1.3876 -0.6897 -0.1843 -0.1913
N 1.4518 -0.5310 -1.6161 1.1111 0.6909 -0.0419
C 1.0504 -0.8286 -2.9861 -0.1644 -0.1686 -0.4748
C 1.1045 -2.3165 -3.2876 -0.3110 0.0255 0.2425
Te 0.2293 -3.4988 -1.6960 0.7824 -0.4318 -0.2584
C 2.1896 -3.9787 -0.9621 -0.5162 -0.0544 -0.3332
C 3.0155 -4.7900 -1.7300 -0.0047 -0.1136 -0.1080
C 4.3097 -5.0649 -1.3209 0.0746 -0.0454 -0.1036
C 4.7938 -4.5242 -0.1403 0.0683 0.0108 0.0497
C 3.9678 -3.7240 0.6316 0.1388 -0.0035 0.0979
C 2.6699 -3.4543 0.2267 -0.1344 0.0926 0.0833
C 3.7041 -0.4297 -2.5151 0.1373 -0.2148 -0.3226
C 4.3783 -1.6122 -2.7983 -0.1180 0.1219 0.0747
C 5.2447 -1.6822 -3.8751 0.0712 -0.0419 0.0119
C 5.4616 -0.5671 -4.6667 -0.0191 -0.0375 -0.0999
C 4.8204 0.6241 -4.3654 0.0501 0.0984 -0.0351
C 3.9528 0.6979 -3.2889 -0.0517 -0.0657 0.0664
H 7.1445 0.3906 2.3450 0.0842 0.0109 0.1121
H 7.0726 1.2049 0.7800 0.1893 0.0716 0.0298
H 7.2932 -0.5377 0.8488 0.1060 -0.0509 0.0133
H 4.9848 0.3438 3.3678 0.0703 -0.0001 0.0524
H 4.1689 -1.8962 4.0209 0.0298 -0.0258 -0.0722
H 5.2234 -2.4917 6.1595 0.0101 -0.0598 0.0186
H 4.6497 -1.2528 8.2126 0.0388 -0.0018 0.0693
H 3.0064 0.5908 8.1218 -0.0021 0.0353 0.0311
H 1.9645 1.1993 5.9636 -0.0750 0.0236 -0.0379
H 5.3146 -0.1575 -0.8350 0.0885 0.0047 -0.0107
H 1.6814 -0.3012 -3.7148 -0.1779 -0.0604 0.1387
H 0.0252 -0.4857 -3.1244 0.1584 0.0873 0.0204
H 2.1336 -2.6505 -3.3964 -0.0626 -0.1538 0.0146
H 0.5653 -2.5131 -4.2084 -0.0439 -0.1175 -0.1139
H 2.6435 -5.2050 -2.6575 -0.0124 -0.0610 -0.0288
H 4.9383 -5.7024 -1.9264 0.0658 -0.0457 -0.0466
H 5.8088 -4.7285 0.1745 0.0117 -0.0106 0.0299
H 4.3347 -3.3008 1.5559 0.0361 0.0719 0.0829
H 2.0326 -2.8310 0.8366 -0.0815 0.0906 0.0675
H 4.2221 -2.4709 -2.1640 -0.0350 -0.1633 0.0711
H 5.7497 -2.6127 -4.0917 0.0454 -0.0541 -0.0164
H 6.1214 -0.6319 -5.5203 0.0590 0.0427 -0.0197
H 4.9935 1.5013 -4.9714 0.0340 0.0681 -0.0451
H 3.4637 1.6322 -3.0476 -0.0572 0.0765 0.0119
S -2.2118 -1.0102 -2.2167 0.1906 0.2787 -0.5073
C -3.4492 -1.0860 -1.1270 -0.2357 -0.4501 0.5495
N -3.4003 -1.7473 0.0250 -0.0716 0.2776 -0.3892
C -4.4341 -1.4420 0.9861 -0.1522 0.0777 0.3040
C -5.6702 -1.0746 0.1759 -0.0048 0.0400 -0.3663
S -5.0045 -0.2995 -1.3455 0.1231 -0.0579 0.2065
H -2.4831 -2.0918 0.3625 0.0576 0.0470 -0.0700
H -4.1106 -0.5986 1.6134 -0.0515 -0.1482 -0.0314
H -4.6024 -2.3148 1.6178 -0.0672 0.1054 0.0512
H -6.3089 -0.3557 0.6796 -0.0231 -0.0320 0.0915
H -6.2561 -1.9481 -0.1143 0.0613 0.0407 0.0637
```
Positions in Å, forces in eV/Å.

## Properties
Expectation value of S²: 0.808
Lowest unoccupied orbital energy (alpha / beta), eV: -0.620 / -0.609
Net charge: 0
Largest force on an atom, eV/Å: 2.7
E_HOMO (alpha / beta), eV: -6.9 / -6.9
HOMO-LUMO gap (alpha / beta), eV: 6.29 / 6.30
Calculated total energy, hartree: -4832.157271
Multiplicity: 2

Entry 5:
A molecular structure, C8H18O14P2Pt in a non-equilibrium geometry, computed with ωB97M-V/def2-TZVPD.

The geometry in XYZ format:
```
43
Properties=species:S:1:pos:R:3:forces:R:3
Pt -12.1400 -3.8849 25.9320 0.2132 0.0033 0.1290
C -8.3160 -4.1505 24.5679 1.1207 -0.7361 6.6689
O -7.2950 -4.1158 25.3141 3.3242 -1.5055 -1.7638
O -9.1651 -5.0054 24.4749 -1.6503 -5.9133 -3.2068
O -8.9119 -3.1043 24.7216 -2.7621 8.1631 -1.9107
C -11.1883 -3.7674 29.8454 6.5263 -1.0208 -6.1185
O -11.8345 -4.6307 29.2474 -4.6897 -3.8368 1.2109
O -9.9629 -3.9767 30.0735 0.4383 -0.2221 4.7081
O -11.3190 -2.7629 29.0759 -2.4188 5.1026 0.3188
C -18.2510 0.7977 25.8015 0.3047 0.9287 0.8235
O -16.9606 1.4741 25.7128 0.8820 -0.7340 -2.2789
P -15.8573 0.8985 24.5558 -1.1344 -1.4828 1.3356
O -15.2057 -0.3575 24.9899 -0.8618 1.6229 -0.6942
O -14.9035 2.1149 24.1921 -1.2338 0.0521 -0.5817
C -13.7557 2.2827 24.9911 0.8211 -0.7454 1.4730
O -16.7566 0.7633 23.2349 0.7056 -0.3107 0.5200
C -17.3252 1.9058 22.5931 0.1843 -0.8349 0.1657
H -18.2237 0.0902 26.6302 0.1147 -0.2064 -0.2625
H -18.6592 0.3507 24.8951 0.6242 -0.1039 -0.1586
H -18.9362 1.5966 26.0852 -0.1148 -0.0105 0.0488
H -12.8165 2.1108 24.4653 -0.2894 0.3408 -0.4844
H -13.7822 1.4735 25.7209 0.3419 0.2148 0.4141
H -13.7840 3.2443 25.5036 0.0274 -0.0012 -0.2204
H -16.5274 2.4403 22.0775 -0.2066 0.4133 0.2466
H -17.8566 2.4496 23.3742 -0.0458 0.5788 -0.4565
H -17.9967 1.4808 21.8471 -0.1764 0.2815 0.0875
C -16.8523 -8.1930 21.6197 -0.2128 -0.7781 0.6162
O -16.7456 -8.5653 22.9768 0.1864 -0.1000 1.8812
P -16.9806 -7.6493 24.2522 -0.4007 -0.4850 0.0339
O -15.9570 -6.6233 24.3981 -0.7569 0.0433 0.3698
O -17.0197 -8.7956 25.4304 -0.6742 2.5001 -2.0289
C -17.9814 -9.8402 25.3839 0.3308 -0.8210 1.7109
O -18.5563 -7.1459 24.0439 1.4523 -0.4324 -0.1782
C -18.8854 -5.8455 23.5155 0.1865 0.4835 0.1636
H -16.0775 -8.8566 21.2359 -0.4817 0.2713 -1.1348
H -16.6590 -7.1492 21.3724 0.1040 0.0156 0.3077
H -17.8905 -8.4802 21.4528 0.1350 0.1170 -1.3285
H -17.3561 -10.7330 25.3923 -0.4902 -0.3755 -0.8020
H -18.8221 -9.8076 24.6908 0.6346 0.2346 -0.5668
H -18.4437 -9.8775 26.3703 -0.1647 0.2596 0.1530
H -18.2141 -5.3509 22.8136 1.0251 -0.5922 0.2944
H -18.9715 -5.1718 24.3680 -0.4022 0.0686 -0.2065
H -19.7682 -5.8946 22.8780 -0.5160 -0.4470 0.7015
```
Positions in Å, forces in eV/Å.

## Properties
Expectation value of S²: 2.019
Lowest unoccupied orbital energy (alpha / beta), eV: 3.347 / 3.347
Net charge: -2
Largest force on an atom, eV/Å: 9.0
E_HOMO (alpha / beta), eV: -0.5 / -0.5
HOMO-LUMO gap (alpha / beta), eV: 3.81 / 3.80
Calculated total energy, hartree: -2170.782466
Multiplicity: 3

Question: Which of these has the lowest calculated total energy?
Answer: C39H36CoN6O2S3Te